Model one:
{"formula": "C9H15NO2", "method": "wB97M-V/def2-TZVPD", "symbols": ["C", "C", "H", "H", "H", "H", "C", "H", "N", "O", "C", "H", "C", "H", "H", "C", "C", "O", "H", "C", "H", "H", "H", "C", "H", "H", "H"], "positions_angstrom": [[1.3372, 0.6889, 1.7606], [-2.5198, -0.3627, -0.4596], [-0.5571, 2.4034, -0.9214], [-1.0198, 1.2479, -2.1078], [1.2920, 1.7409, 1.6147], [2.8387, -1.1656, 1.0018], [2.1702, -1.0449, 0.1729], [-3.1540, -0.4181, -1.4357], [-1.9005, -1.6031, -0.6162], [-0.8549, -1.9598, 0.2171], [-1.8749, 1.0152, -0.2708], [0.1071, -1.6188, 1.9331], [1.5870, 0.0133, -1.7222], [1.9647, 0.8188, -2.3418], [2.4093, 0.4755, 1.8379], [-0.6040, 1.2754, -1.0911], [0.5707, 0.4450, -0.7676], [2.6928, -0.3497, -0.9373], [1.3718, -0.8952, -2.4125], [-0.3381, -1.0136, 1.0953], [1.6591, -2.0235, -0.0389], [0.9202, 0.4266, 2.7396], [-1.8823, 1.0715, 0.8543], [0.8787, -0.1009, 0.5692], [-3.3563, -0.3387, 0.2760], [-2.6399, 1.7246, -0.5934], [-1.0979, -0.4522, 1.6439]], "nbo_charge": [-0.6154, -0.3389, 0.2221, 0.2254, 0.2196, 0.1870, -0.0509, 0.2208, -0.0433, -0.3473, -0.4033, 0.1964, -0.1268, 0.2023, 0.2154, -0.4699, 0.0906, -0.5179, 0.1837, -0.0900, 0.1676, 0.2146, 0.2007, -0.1553, 0.2100, 0.2192, 0.1836], "total_charge": 0, "orbital_gap_ev": [8.72, 7.91], "mol_weight_g_mol": 169.22, "lumo_ev": [0.34, 0.35]}


Model two:
{"formula": "C9H15NO2", "method": "wB97M-V/def2-TZVPD", "symbols": ["C", "C", "H", "H", "C", "H", "N", "H", "H", "H", "H", "O", "C", "H", "C", "H", "C", "O", "C", "H", "H", "H", "H", "H", "C", "H", "C"], "positions_angstrom": [[-2.0197, -0.9018, 0.0053], [1.6084, 0.5402, 2.1190], [-2.8642, -0.9773, -0.6347], [-0.4934, -2.3665, -1.7200], [0.5556, -0.2406, 0.0241], [1.2448, 1.4345, -1.6135], [1.5769, -1.1705, -0.3612], [-1.5981, -1.8464, 0.4751], [-1.6472, 1.6188, -0.6487], [1.8353, 0.2068, 3.1207], [0.1263, -0.9816, 2.0969], [2.3785, -0.7898, -1.2379], [-0.8590, -0.4056, -0.7959], [0.2952, 2.1111, 1.4203], [0.3279, 1.3555, 2.1700], [0.6306, 2.2565, -0.2198], [0.5319, 1.3911, -0.8449], [1.6724, -2.1901, 0.3117], [-0.9000, 1.0950, -1.1966], [0.3675, -0.9908, -2.5061], [2.3655, 1.0133, 1.5772], [-0.1099, 1.5696, 3.0964], [-1.1959, 1.1875, -2.3216], [-1.4466, -1.2895, -2.7089], [0.4055, -0.0528, 1.5291], [-2.2665, -0.2601, 0.8979], [-0.5220, -1.3164, -2.0339]], "nbo_charge": [-0.6365, -0.4156, 0.2223, 0.2190, 0.1039, 0.2262, 0.4863, 0.2200, 0.2117, 0.2166, 0.2491, -0.3842, 0.0306, 0.2051, -0.3937, 0.1977, -0.3392, -0.3625, -0.4456, 0.2276, 0.2194, 0.2216, 0.2073, 0.2118, -0.2834, 0.2193, -0.6350], "total_charge": 0, "orbital_gap_ev": 9.99, "smiles": "CC1(C)CC[C@]1(C1CC1)[N+](=O)[O-]", "mol_weight_g_mol": 169.22, "lumo_ev": 0.08}


Stability ranking, top entry: model two; the second entry is 19.1 kcal/mol less favorable.


Model one:
{"formula": "C4H15N2O", "method": "wB97M-V/def2-TZVPD", "symbols": ["C", "H", "H", "H", "H", "H", "H", "N", "C", "C", "H", "N", "H", "H", "H", "C", "H", "O", "H", "H", "H", "H"], "positions_angstrom": [[1.4572, -1.2889, -1.8053], [1.4424, -1.8553, 1.1378], [-0.4171, 3.2384, 2.0479], [-1.3104, 1.7845, 2.5705], [-1.7535, 0.7265, -0.8359], [0.4734, 1.9692, -0.3113], [0.5713, -0.8046, -2.1819], [0.9768, -2.4084, -0.8862], [-0.3558, 1.3535, 0.0299], [0.5232, -2.0999, 0.5371], [-1.6089, 2.9045, -0.1404], [-1.5182, 2.1523, 0.4819], [0.1387, -3.0118, 0.9283], [2.0248, -0.6100, -1.2110], [1.6796, -3.1551, -0.7485], [-1.3228, 2.6681, 1.8730], [-0.2349, -1.3463, 0.4973], [-0.8380, 0.4910, -1.0535], [-0.0041, 0.6494, 0.7991], [-2.1311, 3.3647, 2.0928], [0.1807, -2.9229, -1.3020], [2.0267, -1.7991, -2.5196]], "nbo_charge": [-0.3959, 0.2324, 0.1853, 0.1988, 0.4972, 0.1653, 0.2701, -0.4955, 0.0785, -0.4137, 0.3680, -0.6460, 0.2294, 0.2255, 0.4297, -0.4237, 0.2486, -0.7773, 0.1410, 0.2232, 0.4344, 0.2246], "total_charge": 1, "orbital_gap_ev": 9.43, "mol_weight_g_mol": 107.18, "lumo_ev": -3.35}


Model two:
{"formula": "C4H15N2O", "method": "wB97M-V/def2-TZVPD", "symbols": ["H", "C", "H", "H", "H", "H", "H", "H", "C", "H", "C", "H", "C", "H", "H", "H", "H", "O", "N", "N", "H", "H"], "positions_angstrom": [[0.1523, 1.6264, 2.5994], [-1.6250, 1.2363, 1.6782], [-1.9099, 1.6285, 2.6712], [1.3882, -0.1949, 2.2596], [-0.2648, -0.9134, 2.1648], [-0.3976, -2.2791, 0.9024], [-1.8300, 2.0369, 0.9552], [-0.6768, 0.4776, -0.9778], [0.4334, -0.1943, 1.7181], [0.4432, 1.3838, -0.1502], [-0.0258, -1.9303, -0.0748], [1.1941, 0.3214, -3.5222], [0.6851, -0.6298, 0.1919], [0.7275, -0.7383, -4.3329], [-2.1968, 0.2883, 1.6384], [1.8109, -0.6268, -0.0533], [0.5556, -2.7881, -0.4285], [0.4026, -0.2479, -3.5613], [-0.1163, 1.1670, 1.7106], [0.3063, 0.5820, -0.7730], [0.7869, 0.5372, -1.6883], [-0.9286, -1.8978, -0.7338]], "nbo_charge": [0.3967, -0.4647, 0.2243, 0.2335, 0.1951, 0.2322, 0.2118, 0.4283, -0.2305, 0.4669, -0.6715, 0.4566, -0.0383, 0.4979, 0.2172, 0.2251, 0.2579, -0.9439, -0.6738, -0.7110, 0.4478, 0.2425], "total_charge": 1, "orbital_gap_ev": 10.66, "mol_weight_g_mol": 107.18, "lumo_ev": -3.05}


Stability ranking, top entry: model two; the second entry is 6.5 kcal/mol less favorable.


Model one:
{"formula": "C4H15N2O", "method": "wB97M-V/def2-TZVPD", "symbols": ["H", "H", "H", "C", "H", "H", "H", "H", "H", "N", "O", "C", "N", "C", "H", "H", "H", "H", "C", "H", "H", "H"], "positions_angstrom": [[2.8793, 1.9299, -0.7103], [-3.0249, 0.6180, -1.2592], [0.8397, -1.2106, -0.3682], [-2.4525, 0.6329, -0.3268], [-0.3140, -1.6126, 1.5657], [0.7159, -0.5340, 2.4495], [-0.5444, 1.1797, -1.0841], [1.9830, -1.9215, 0.9232], [-2.8951, -0.0560, 0.3969], [-0.5234, -0.9171, -1.0273], [2.5643, 1.0914, -1.0667], [0.3266, -0.7442, 1.4393], [1.4553, -1.1409, 0.5540], [-0.2971, 0.5441, 0.9329], [-1.1607, -1.7204, -1.0372], [-0.4660, -0.9072, -2.0517], [0.4285, 1.3544, 1.0070], [2.9233, 1.1532, -1.9654], [-0.9487, 0.3667, -0.4768], [-2.5840, 1.6043, 0.1568], [2.1757, -0.4659, 0.2803], [-1.0809, 0.7558, 1.6680]], "nbo_charge": [0.4889, 0.2302, 0.4599, -0.6220, 0.2229, 0.2283, 0.2180, 0.4247, 0.2102, -0.8582, -0.9715, -0.2283, -0.7587, -0.4266, 0.4002, 0.4019, 0.2282, 0.4938, -0.0606, 0.2314, 0.4497, 0.2375], "total_charge": 1, "orbital_gap_ev": 11.48, "mol_weight_g_mol": 107.18, "lumo_ev": -2.76}


Model two:
{"formula": "C4H15N2O", "method": "wB97M-V/def2-TZVPD", "symbols": ["H", "C", "O", "H", "H", "H", "H", "C", "H", "C", "C", "H", "H", "H", "N", "N", "H", "H", "H", "H", "H", "H"], "positions_angstrom": [[-0.0612, 1.4961, 1.2440], [-0.6647, 0.7807, -0.8021], [0.4422, 0.0085, 3.1085], [-1.6386, 0.7368, -1.3550], [-0.0887, -2.1045, -0.2442], [1.3516, -1.2785, -2.5535], [-2.3780, -0.0303, 1.2772], [-0.9114, 1.0230, 0.7243], [2.1990, -0.9190, -0.4110], [1.4081, -0.2342, -0.1417], [0.5772, -0.4431, -2.5180], [0.9896, -0.5356, 0.8212], [-0.2502, 1.7440, -1.1432], [-0.2799, -0.9675, -2.9726], [-1.3685, -0.1980, 1.2773], [0.2116, -0.2944, -1.0465], [-0.3561, -1.4951, 0.1642], [0.2203, -0.2556, 4.0118], [-0.4581, -0.0624, 2.6736], [-1.7391, 1.7719, 0.7627], [1.8943, 0.7407, 0.0008], [0.9005, 0.5164, -2.8778]], "nbo_charge": [0.2737, -0.2453, -0.9372, 0.2536, 0.1603, 0.2406, 0.3700, -0.3156, 0.2435, -0.4700, -0.4197, 0.2442, 0.3049, 0.2403, -0.3595, -0.2483, 0.0273, 0.4856, 0.4539, 0.2391, 0.2298, 0.2287], "total_charge": 1, "orbital_gap_ev": 5.73, "mol_weight_g_mol": 107.18, "lumo_ev": -8.10}


Stability ranking, top entry: model one; the second entry is 183.8 kcal/mol less favorable.


Model one:
{"formula": "C4H15N2O", "method": "wB97M-V/def2-TZVPD", "symbols": ["H", "H", "H", "H", "H", "C", "H", "H", "H", "N", "H", "H", "O", "N", "H", "H", "H", "C", "H", "C", "C", "H"], "positions_angstrom": [[0.4218, -1.3316, -1.0017], [4.0601, -0.1114, 0.0444], [-2.6110, 0.6678, -0.3626], [0.9418, 1.0042, -1.3215], [1.2390, 0.6337, 2.2892], [-1.6011, -1.2240, -0.2036], [-1.0315, 1.2098, 1.0948], [-0.7669, 1.4756, -1.3669], [0.3122, 2.3725, 0.6254], [-2.5631, -0.2007, 0.2747], [-3.4613, -0.5512, 0.2378], [-1.1388, -1.6277, 0.6407], [3.1359, -0.3111, -0.0261], [0.9361, 0.4481, 1.3576], [-0.7345, -0.7119, -2.2525], [-2.0626, -2.0409, -0.6779], [1.8332, 0.4791, 0.8886], [-0.1056, 1.3895, 0.5580], [3.2195, -1.2657, -0.1369], [-0.4020, -0.6855, -1.1943], [-0.0677, 0.8354, -0.8674], [0.4465, -0.4540, 1.4002]], "nbo_charge": [0.2019, 0.4969, 0.3551, 0.2370, 0.4255, -0.2174, 0.2587, 0.2358, 0.2282, -0.8555, 0.3771, 0.1511, -0.9598, -0.7221, 0.2403, 0.2067, 0.4610, -0.1887, 0.4944, -0.4029, -0.4553, 0.4319], "total_charge": 1, "orbital_gap_ev": 9.89, "mol_weight_g_mol": 107.18, "lumo_ev": -3.15}


Model two:
{"formula": "C4H15N2O", "method": "wB97M-V/def2-TZVPD", "symbols": ["H", "H", "C", "H", "H", "H", "O", "H", "H", "H", "H", "C", "H", "C", "H", "N", "H", "H", "C", "H", "N", "H"], "positions_angstrom": [[-1.3572, 1.8974, -0.7702], [-2.2932, -0.2124, -2.0925], [-0.9422, 1.1216, -1.3810], [-0.2609, -0.8665, 1.1711], [-1.7555, -2.5940, -0.2901], [-1.8319, 0.3934, -1.5054], [3.9072, -0.5555, 0.5519], [2.0486, 1.0146, 0.0327], [-0.4658, 0.8762, 1.4696], [4.3490, -1.1862, 1.2256], [-1.7424, -2.3968, 1.6150], [-2.1279, -1.9554, 0.5858], [-2.2333, -1.0370, -0.2413], [-0.6813, 0.1223, 0.7315], [-0.5560, 1.4948, -2.3484], [1.1693, 1.4209, -0.2420], [0.5996, -0.4096, -0.9754], [-3.2055, -2.1847, 0.7020], [0.0825, 0.4778, -0.5571], [1.3104, 2.0630, -1.0210], [-2.1054, -0.1345, 0.5493], [4.7028, -0.0107, 0.1866]], "nbo_charge": [0.2821, 0.5710, -0.2638, 0.2143, 0.2392, -0.0216, -0.9747, 0.4205, 0.2602, 0.4922, 0.2927, -0.6411, 0.3389, -0.3031, 0.2600, -0.8210, 0.2160, 0.2565, -0.1474, 0.3682, -0.5247, 0.4854], "total_charge": 1, "orbital_gap_ev": 5.05, "mol_weight_g_mol": 107.18, "lumo_ev": -8.04}


Stability ranking, top entry: model one; the second entry is 223.5 kcal/mol less favorable.